#A
This record from the Open Molecules 2025 dataset describes 9 unconnected molecules or ions with the total composition C44H115N9O13. The level of theory is the ωB97M-V functional and the def2-TZVPD basis.

Calculated values
2S+1: 1
E_HOMO: -7.97 eV
Net charge: 0
Kohn-Sham gap: 8.4 eV
SMILES: COC[C@H](C)N.COC[C@H](C)N.COC[C@H](C)N.COC[C@H](C)N.COC[C@H](C)N.COCCNCCOC.COCCNCCOC.COCCNCCOC.COCCNCCOC

The geometry in XYZ format:
```
181
Properties=species:S:1:pos:R:3:mulliken_charge:R:1
C 4.73 0.58 -0.61 -0.452
C 5.71 1.77 -0.48 0.456
C 6.89 1.67 -1.43 -0.962
O 7.54 0.40 -1.43 -0.245
C 8.70 0.39 -2.21 -0.863
N 4.91 2.94 -0.72 -0.522
H 5.29 -0.33 -0.40 0.372
H 4.21 0.59 -1.56 0.269
H 3.94 0.60 0.14 -0.384
H 6.02 1.87 0.56 0.185
H 7.58 2.45 -1.11 0.431
H 6.54 1.90 -2.44 0.377
H 9.32 1.29 -2.27 0.298
H 8.38 0.16 -3.22 0.345
H 9.39 -0.45 -2.07 0.267
H 4.01 2.81 -0.28 0.262
H 4.73 3.10 -1.70 0.328
C 2.42 -0.80 -8.13 -1.497
C 2.35 -2.30 -7.80 0.642
C 0.93 -2.76 -7.46 -0.931
O 0.59 -2.23 -6.16 0.053
C -0.71 -2.36 -5.69 -1.209
N 2.76 -3.01 -8.98 -0.765
H 1.86 -0.15 -7.47 0.224
H 1.95 -0.63 -9.10 0.420
H 3.46 -0.49 -8.14 0.417
H 3.07 -2.53 -7.01 0.329
H 0.78 -3.84 -7.53 0.302
H 0.28 -2.25 -8.17 0.320
H -0.76 -1.77 -4.77 0.095
H -0.90 -3.41 -5.49 0.498
H -1.45 -1.94 -6.36 0.481
H 3.22 -3.79 -8.53 0.298
H 3.54 -2.47 -9.34 0.265
C 3.88 -0.76 2.99 -0.742
C 3.70 -2.30 2.62 2.108
C 5.06 -2.99 2.34 -0.984
O 5.52 -2.66 1.04 -0.210
C 4.85 -3.23 -0.07 -0.552
N 3.05 -2.98 3.73 -0.828
H 2.89 -0.32 3.11 -0.186
H 4.36 -0.29 2.13 0.256
H 4.42 -0.66 3.93 0.221
H 3.01 -2.31 1.78 -1.058
H 5.12 -4.07 2.47 0.448
H 5.76 -2.60 3.08 0.230
H 5.34 -2.87 -0.97 0.280
H 3.79 -2.99 -0.18 0.029
H 4.90 -4.32 -0.02 0.422
H 2.06 -2.77 3.75 0.299
H 3.05 -3.98 3.56 0.260
C -0.01 -3.07 5.65 -1.857
C -0.44 -2.09 4.54 0.747
C 0.02 -0.64 4.66 0.047
O -0.45 -0.05 5.90 -0.483
C 0.15 1.17 6.13 -0.725
N 0.05 -2.62 3.28 -0.097
H -0.18 -4.14 5.47 0.439
H -0.52 -2.89 6.59 0.402
H 1.05 -2.95 5.86 0.411
H -1.51 -2.19 4.33 0.179
H -0.22 -0.04 3.78 -0.066
H 1.11 -0.60 4.72 0.256
H -0.29 1.60 7.03 0.305
H -0.10 1.88 5.34 0.240
H 1.23 1.06 6.26 0.320
H -0.44 -2.24 2.48 -0.388
H -0.27 -3.57 3.35 0.283
C 0.46 0.28 1.08 0.516
C -0.29 -0.54 -0.03 2.230
C 0.67 -1.39 -0.87 -1.628
O -0.06 -2.00 -1.92 0.310
C 0.87 -2.69 -2.77 -0.863
N -1.23 -1.34 0.71 1.007
H -0.21 0.95 1.62 0.320
H 1.25 0.93 0.71 -0.057
H 0.92 -0.40 1.79 -0.918
H -0.71 0.20 -0.70 -1.797
H 1.05 -2.21 -0.26 0.322
H 1.54 -0.78 -1.11 0.000
H 1.71 -3.17 -2.27 0.223
H 1.39 -2.01 -3.44 0.303
H 0.48 -3.35 -3.56 0.270
H -1.67 -2.04 0.13 -0.200
H -1.97 -0.70 0.93 -0.437
C -6.07 -2.94 -4.33 -0.800
O -5.01 -3.61 -3.62 -0.370
C -3.80 -2.88 -3.54 -0.713
C -2.90 -3.56 -2.47 0.001
N -3.43 -3.55 -1.13 -0.141
C -2.63 -4.48 -0.36 -0.971
C -3.10 -4.43 1.12 0.474
O -2.72 -5.61 1.83 -0.450
C -3.20 -5.54 3.19 -0.546
H -6.97 -3.56 -4.33 0.280
H -5.92 -2.75 -5.40 0.294
H -6.37 -2.03 -3.81 0.319
H -3.93 -1.82 -3.34 0.498
H -3.28 -3.09 -4.48 0.324
H -1.89 -3.14 -2.41 -0.179
H -2.93 -4.61 -2.75 0.468
H -4.42 -3.73 -1.00 0.303
H -1.56 -4.29 -0.43 0.073
H -2.87 -5.45 -0.80 0.649
H -4.17 -4.25 1.17 0.197
H -2.65 -3.60 1.67 -0.224
H -4.29 -5.52 3.17 0.297
H -2.92 -4.62 3.70 0.140
H -2.72 -6.37 3.70 0.275
C 5.68 6.62 3.44 -0.781
O 5.09 6.74 2.17 -0.327
C 3.74 7.19 2.36 -0.384
C 3.01 7.22 1.03 -1.050
N 2.79 5.89 0.49 -0.040
C 1.60 5.23 1.02 -0.960
C 1.45 3.80 0.42 0.055
O 2.52 2.89 0.69 0.076
C 2.90 2.83 2.07 -0.853
H 6.69 6.22 3.32 0.268
H 5.18 5.94 4.12 0.301
H 5.74 7.60 3.93 0.321
H 3.63 8.15 2.87 0.454
H 3.30 6.44 3.02 0.256
H 3.62 7.80 0.33 0.442
H 2.04 7.71 0.97 0.468
H 2.87 5.94 -0.51 0.226
H 0.74 5.81 0.70 0.632
H 1.52 5.22 2.10 0.219
H 1.39 3.83 -0.67 0.486
H 0.49 3.34 0.69 -0.623
H 2.07 3.08 2.72 0.448
H 3.61 3.63 2.29 0.298
H 3.25 1.84 2.39 -0.043
C -4.27 6.65 -1.95 -0.787
O -3.03 6.01 -1.88 -0.358
C -3.01 4.95 -0.86 -1.109
C -1.54 4.52 -0.72 -0.139
N -1.01 3.89 -1.93 -0.226
C -1.70 2.63 -2.18 -0.032
C -1.00 2.07 -3.40 -1.059
O 0.36 1.74 -3.09 -0.157
C 0.96 0.96 -4.12 -0.511
H -4.38 7.25 -2.85 0.257
H -4.37 7.36 -1.13 0.300
H -5.09 5.93 -1.88 0.307
H -3.67 4.14 -1.14 0.388
H -3.37 5.50 0.02 0.704
H -1.47 3.86 0.15 0.260
H -0.89 5.35 -0.46 0.033
H -1.34 4.42 -2.72 0.408
H -2.75 2.77 -2.44 0.240
H -1.64 1.93 -1.34 0.093
H -1.07 2.72 -4.27 0.600
H -1.53 1.19 -3.77 0.423
H 1.15 1.50 -5.04 0.414
H 0.36 0.10 -4.44 -0.023
H 1.90 0.57 -3.72 0.219
C -9.92 -2.27 3.16 -0.749
O -8.75 -2.06 3.94 -0.358
C -7.50 -2.28 3.23 -0.435
C -6.25 -2.53 4.11 -0.217
N -5.70 -1.23 4.49 -0.329
C -5.32 -0.30 3.43 -1.124
C -4.24 -0.73 2.47 0.626
O -3.88 0.26 1.55 -0.365
C -3.52 1.56 2.04 -0.438
H -10.84 -2.36 3.74 0.265
H -9.92 -3.15 2.52 0.306
H -9.97 -1.44 2.46 0.308
H -7.47 -1.58 2.39 0.376
H -7.59 -3.30 2.86 0.389
H -5.51 -3.08 3.53 -0.290
H -6.38 -3.08 5.04 0.470
H -6.22 -0.81 5.24 0.266
H -4.94 0.58 3.96 0.479
H -6.15 0.12 2.85 0.345
H -4.45 -1.61 1.86 0.176
H -3.40 -1.09 3.05 -0.260
H -2.72 1.38 2.76 0.270
H -4.30 2.07 2.60 0.448
H -3.13 2.14 1.20 -0.208
```

#B
This record from the Open Molecules 2025 dataset describes 9 unconnected molecules or ions with the total composition C44H115N9O13. The level of theory is the ωB97M-V functional and the def2-TZVPD basis.

Calculated values
2S+1: 1
E_HOMO: -8.30 eV
Net charge: 0
Kohn-Sham gap: 8.7 eV
SMILES: COC[C@H](C)N.COC[C@H](C)N.COC[C@H](C)N.COC[C@H](C)N.COC[C@H](C)N.COCCNCCOC.COCCNCCOC.COCCNCCOC.COCCNCCOC

The geometry in XYZ format:
```
181
Properties=species:S:1:pos:R:3:mulliken_charge:R:1
C 5.82 -0.46 -3.24 -0.491
O 6.09 -1.68 -4.00 -0.472
C 5.21 -2.88 -3.78 -0.565
C 3.76 -2.46 -3.88 -0.430
N 2.87 -3.49 -4.17 -0.402
C 2.63 -4.20 -2.93 -0.141
C 1.96 -5.61 -3.20 -1.071
O 0.65 -5.31 -3.64 -0.109
C -0.19 -6.47 -3.50 -1.086
H 6.72 0.15 -3.20 0.296
H 5.40 -0.59 -2.24 0.124
H 5.04 0.06 -3.79 0.306
H 5.49 -3.41 -2.87 0.256
H 5.63 -3.56 -4.52 0.289
H 3.73 -1.71 -4.67 0.500
H 3.25 -1.91 -3.09 0.344
H 2.01 -3.03 -4.43 0.172
H 2.05 -3.66 -2.19 0.174
H 3.59 -4.42 -2.47 0.468
H 1.88 -6.19 -2.28 0.457
H 2.34 -6.13 -4.08 0.359
H -0.45 -6.50 -2.45 0.391
H 0.29 -7.42 -3.73 0.380
H -1.16 -6.35 -3.99 0.321
C -1.62 4.78 3.12 -0.875
O -2.86 4.22 3.23 -0.143
C -3.74 5.02 3.96 -0.732
C -4.99 4.49 3.35 -0.359
N -6.14 5.16 3.79 -0.159
C -7.42 4.79 3.23 -0.810
C -7.85 3.30 3.28 -0.054
O -8.93 3.06 2.45 -0.355
C -9.61 1.90 2.70 -0.711
H -1.59 5.32 2.17 0.316
H -1.02 3.87 3.09 0.162
H -1.26 5.50 3.85 0.475
H -3.61 6.03 3.58 0.454
H -3.73 5.04 5.05 0.293
H -5.09 3.43 3.60 0.135
H -4.90 4.54 2.27 0.248
H -6.26 5.81 4.56 0.263
H -7.43 4.86 2.15 0.324
H -8.12 5.54 3.61 0.379
H -8.05 3.10 4.34 0.303
H -7.01 2.72 2.90 -0.001
H -10.03 1.85 3.71 0.352
H -9.04 0.99 2.54 0.227
H -10.53 1.94 2.11 0.285
C 4.44 -1.88 1.10 -0.498
O 3.45 -2.72 0.75 -0.290
C 2.31 -2.66 1.64 -0.329
C 2.42 -3.75 2.73 -0.414
N 3.50 -3.48 3.71 -0.343
C 3.39 -4.65 4.59 -0.732
C 4.23 -4.69 5.88 -0.541
O 5.63 -4.86 5.75 -0.372
C 6.26 -5.43 6.91 -0.725
H 4.09 -0.86 0.93 0.032
H 5.23 -2.07 0.37 0.233
H 4.83 -1.91 2.11 0.309
H 1.53 -3.04 0.97 -0.014
H 2.06 -1.65 1.94 0.369
H 2.58 -4.72 2.27 0.314
H 1.46 -3.75 3.25 0.370
H 4.43 -3.61 3.34 0.250
H 3.49 -5.61 4.09 0.360
H 2.37 -4.63 4.98 0.429
H 3.98 -5.59 6.45 0.430
H 3.88 -3.83 6.46 0.259
H 5.80 -5.03 7.81 0.316
H 7.33 -5.27 7.05 0.255
H 6.18 -6.51 6.79 0.292
C -3.59 1.36 -0.50 -0.973
O -2.21 1.07 -0.37 0.679
C -1.50 2.21 0.03 -0.518
C 0.01 1.81 0.12 -0.862
N 0.58 1.55 -1.23 0.654
C 1.99 1.11 -1.13 -0.440
C 2.99 2.23 -0.75 -0.547
O 4.30 1.63 -0.71 0.001
C 5.22 2.62 -0.28 -0.815
H -3.88 2.26 -1.03 0.422
H -4.24 1.45 0.37 0.005
H -3.99 0.49 -1.02 0.175
H -1.82 2.43 1.05 0.095
H -1.63 3.12 -0.56 0.188
H 0.08 0.97 0.81 0.190
H 0.74 2.48 0.56 0.523
H 0.07 0.80 -1.69 0.190
H 2.31 0.75 -2.10 0.276
H 2.12 0.26 -0.46 -0.046
H 2.76 2.76 0.17 0.448
H 2.86 2.90 -1.60 0.142
H 5.02 3.05 0.70 0.353
H 5.54 3.35 -1.03 0.337
H 6.16 2.11 -0.06 0.087
C -1.53 -3.27 -2.12 -1.053
C -0.99 -2.10 -2.97 2.124
C -1.98 -1.56 -3.99 -0.908
O -2.50 -2.66 -4.88 -0.539
C -1.47 -3.28 -5.74 -0.472
N -0.72 -0.95 -2.13 -0.223
H -1.79 -4.13 -2.75 0.197
H -2.43 -2.89 -1.62 0.091
H -0.79 -3.52 -1.37 0.267
H 0.00 -2.32 -3.36 -0.930
H -1.43 -0.91 -4.67 0.572
H -2.88 -1.06 -3.66 0.145
H -1.93 -3.69 -6.64 0.304
H -0.95 -4.12 -5.29 0.052
H -0.82 -2.49 -6.13 0.271
H -1.21 -0.13 -2.47 -0.207
H -1.07 -1.14 -1.20 -0.302
C -2.23 3.89 -5.09 -1.449
C -1.30 2.75 -4.79 0.258
C -0.08 3.32 -4.04 -0.167
O 0.48 4.46 -4.72 -0.433
C 0.76 5.59 -3.88 -0.600
N -2.21 1.81 -4.07 -0.200
H -1.64 4.48 -5.80 0.375
H -2.49 4.38 -4.16 0.286
H -3.18 3.85 -5.63 0.401
H -1.02 2.30 -5.74 0.255
H 0.56 2.46 -3.82 0.232
H -0.48 3.54 -3.05 0.097
H -0.09 5.78 -3.23 0.266
H 1.02 6.55 -4.32 0.271
H 1.67 5.22 -3.39 0.232
H -3.12 1.69 -4.50 0.297
H -2.40 2.00 -3.10 -0.184
C -9.35 -1.11 -1.03 -1.717
C -7.93 -0.65 -0.95 0.891
C -6.88 -1.69 -1.17 -0.971
O -5.73 -1.23 -0.53 0.075
C -4.75 -2.13 -0.21 -0.859
N -7.84 0.32 -1.97 -0.652
H -10.14 -0.37 -0.87 0.415
H -9.54 -1.78 -0.18 0.420
H -9.66 -1.78 -1.83 0.370
H -7.92 -0.11 0.00 0.102
H -6.78 -1.99 -2.21 0.194
H -7.14 -2.55 -0.54 0.420
H -5.18 -2.67 0.64 0.522
H -3.74 -1.84 0.08 -0.151
H -4.53 -2.87 -0.98 0.548
H -8.20 -0.01 -2.86 0.272
H -6.87 0.58 -2.05 0.230
C -1.30 -1.92 3.01 -0.646
C -2.07 -1.16 4.14 0.888
C -3.44 -1.70 4.49 -1.071
O -4.27 -1.78 3.35 -0.326
C -4.70 -0.53 2.89 -0.524
N -1.27 -1.07 5.34 -0.806
H -1.79 -1.81 2.04 0.018
H -1.26 -3.01 3.04 0.328
H -0.23 -1.74 2.92 0.048
H -2.17 -0.14 3.78 0.008
H -4.00 -1.17 5.26 0.395
H -3.30 -2.69 4.91 0.334
H -3.93 0.02 2.35 0.097
H -5.08 0.18 3.62 0.495
H -5.52 -0.67 2.18 0.031
H -1.69 -0.27 5.79 0.326
H -0.37 -0.78 5.00 0.321
C 9.00 4.38 -1.22 -1.469
C 9.43 3.87 0.16 0.365
C 9.35 2.30 0.28 -0.341
O 9.64 1.86 1.62 -0.430
C 9.07 2.51 2.70 -0.627
N 10.79 4.13 0.45 -0.686
H 9.57 3.89 -2.01 0.398
H 9.05 5.46 -1.37 0.374
H 8.11 3.88 -1.58 0.177
H 8.69 4.29 0.85 0.309
H 10.10 1.77 -0.30 0.337
H 8.40 1.97 -0.14 0.063
H 9.39 3.55 2.68 0.315
H 9.49 2.23 3.67 0.276
H 7.99 2.40 2.83 0.255
H 11.28 3.78 -0.37 0.340
H 10.89 3.41 1.15 0.389
```

Quick one: most stable of them? #A

#A
This record from the Open Molecules 2025 dataset describes 2 unconnected molecules or ions with the total composition C7H15NO2. The level of theory is the ωB97M-V functional and the def2-TZVPD basis.

Calculated values
2S+1: 1
E_HOMO: -7.62 eV
Net charge: 0
Kohn-Sham gap: 8.4 eV
SMILES: C=C(C)N(C)C.CC(=O)O

The geometry in XYZ format:
```
25
Properties=species:S:1:pos:R:3:nbo_charge:R:1
C 1.25 1.18 0.91 -0.403
C 1.10 1.06 -1.55 -0.409
C 1.25 -2.53 1.25 -0.729
N 0.38 1.03 -0.26 -0.454
C 0.13 -2.34 0.28 0.797
O 0.20 -2.45 -0.93 -0.615
H 0.75 0.85 1.83 0.211
H 2.14 0.55 0.81 0.195
H 1.57 2.22 1.02 0.183
H 0.83 0.20 -2.17 0.210
H 0.85 1.98 -2.09 0.186
H 2.18 1.04 -1.41 0.208
H 1.07 -1.94 2.15 0.235
H 1.34 -3.59 1.50 0.249
H 2.18 -2.17 0.79 0.239
C -1.83 0.62 -1.36 -0.667
C -1.01 1.17 -0.20 0.212
C -1.67 1.72 0.82 -0.541
O -1.04 -2.08 0.90 -0.673
H -1.65 -1.87 0.16 0.497
H -1.36 -0.27 -1.79 0.224
H -2.82 0.31 -1.03 0.223
H -1.94 1.37 -2.14 0.225
H -2.75 1.80 0.82 0.202
H -1.16 2.15 1.68 0.195
```

#B
This record from the Open Molecules 2025 dataset describes 2 unconnected molecules or ions with the total composition C7H15NO2. The level of theory is the ωB97M-V functional and the def2-TZVPD basis.

Calculated values
2S+1: 1
E_HOMO: -9.32 eV
Net charge: 0
Kohn-Sham gap: 10.0 eV
SMILES: CC[C@H]1C[C@@H](C)NC1=O.O

The geometry in XYZ format:
```
25
Properties=species:S:1:pos:R:3:nbo_charge:R:1
C 0.66 1.76 2.50 -0.607
C -0.23 1.12 1.44 -0.379
C 0.39 -0.09 0.72 -0.344
C -0.65 -1.13 0.27 -0.394
C -0.94 -0.87 -1.22 -0.047
C -2.13 0.04 -1.48 -0.629
N 0.32 -0.29 -1.68 -0.701
C 1.11 0.29 -0.56 0.741
O 1.91 1.21 -0.73 -0.579
H 1.61 2.09 2.07 0.225
H 0.16 2.63 2.95 0.211
H 0.88 1.04 3.30 0.199
H -1.16 0.78 1.91 0.198
H -0.53 1.88 0.69 0.209
H 1.13 -0.54 1.39 0.232
H -0.23 -2.15 0.39 0.213
H -1.57 -1.08 0.87 0.213
H -1.11 -1.83 -1.74 0.188
H -1.84 1.10 -1.42 0.215
H -2.54 -0.15 -2.48 0.214
H -2.92 -0.15 -0.74 0.212
H 0.38 0.13 -2.60 0.403
H 1.88 -1.79 -1.93 0.488
O 2.75 -1.68 -1.32 -0.946
H 2.65 -2.32 -0.60 0.463
```

Quick one: most stable of them? #B